1.
Here is a 20-piece molecular cluster, C33H47Cl58FN3O2 overall at a distorted geometry from OMol25. Energies are from wB97M-V/def2-TZVPD.

Structure (ORCA input):
```
! wB97M-V def2-TZVPD RIJCOSX def2/J DEFGRID3
* xyz 1 1
C -1.160 0.963 4.748
C -1.278 -0.522 4.119
O -2.342 -1.156 4.335
O -0.183 -0.963 3.333
C 0.150 -2.347 3.602
C 0.837 -3.027 2.300
C 1.927 -2.086 1.575
C 3.346 -2.840 1.661
C 3.548 -3.991 0.561
C 5.069 -4.036 -0.022
C 5.007 -3.163 -1.390
C 6.304 -3.364 -2.329
N 6.315 -2.422 -3.494
C 5.789 -3.013 -4.724
N 6.628 -3.946 -5.485
N 4.567 -2.694 -5.145
F 4.178 -3.259 -6.323
C 3.590 -1.789 -4.465
C 3.877 -0.222 -4.640
C 4.876 0.408 -3.544
Cl 4.348 0.231 -6.383
H -0.774 0.922 5.819
H -2.203 1.424 4.687
H -0.473 1.635 4.106
H -0.751 -3.010 3.852
H 0.908 -2.497 4.454
H 0.025 -3.410 1.569
H 1.354 -3.980 2.703
H 1.633 -1.821 0.487
H 2.069 -1.073 2.106
H 3.415 -3.344 2.691
H 4.171 -2.052 1.613
H 3.231 -4.979 1.036
H 2.825 -3.812 -0.320
H 5.824 -3.606 0.737
H 5.342 -5.139 -0.219
H 4.119 -3.584 -1.980
H 4.838 -2.055 -1.155
H 6.449 -4.463 -2.590
H 7.211 -3.074 -1.670
H 7.250 -2.006 -3.652
H 7.606 -3.897 -5.163
H 6.653 -3.627 -6.479
H 3.464 -2.127 -3.373
H 2.567 -1.992 -4.961
H 2.862 0.309 -4.475
H 4.665 1.498 -3.293
H 5.944 0.323 -3.971
H 4.863 -0.245 -2.590
C 2.669 1.957 4.691
Cl 2.078 3.339 5.623
Cl 2.076 0.440 5.385
Cl 2.183 2.096 2.995
H 3.756 1.952 4.737
C -5.721 -1.616 5.792
Cl -6.353 -0.268 6.749
Cl -6.274 -3.161 6.456
Cl -6.207 -1.458 4.100
H -4.633 -1.591 5.841
C -8.034 2.523 8.914
Cl -8.357 3.934 7.897
Cl -6.596 2.792 9.913
Cl -9.435 2.154 9.930
H -7.846 1.668 8.265
C -0.204 -1.231 -2.018
Cl 1.109 -2.401 -1.775
Cl -0.656 -0.450 -0.497
Cl 0.294 -0.036 -3.228
H -1.071 -1.766 -2.400
C 5.221 5.588 5.345
Cl 5.294 6.637 6.767
Cl 6.263 6.211 4.058
Cl 5.681 3.932 5.771
H 4.196 5.575 4.981
C 4.153 -7.036 -3.513
Cl 3.871 -5.578 -4.482
Cl 5.629 -6.879 -2.551
Cl 2.765 -7.361 -2.467
H 4.277 -7.877 -4.192
C -7.795 1.436 13.220
Cl -8.228 -0.167 12.609
Cl -8.778 1.849 14.632
Cl -6.072 1.506 13.619
H -7.995 2.166 12.437
C 0.088 3.723 -3.942
Cl 0.657 4.102 -2.311
Cl -0.218 5.214 -4.842
Cl 1.256 2.720 -4.819
H -0.848 3.173 -3.860
C -1.820 7.715 -7.855
Cl -0.582 7.507 -6.605
Cl -2.386 9.390 -7.894
Cl -1.195 7.233 -9.440
H -2.664 7.073 -7.609
C 0.005 -5.741 -5.630
Cl -1.750 -5.896 -5.778
Cl 0.422 -4.406 -4.542
Cl 0.717 -7.256 -5.055
H 0.415 -5.522 -6.614
C -0.700 10.151 -3.875
Cl -2.090 11.216 -3.624
Cl 0.809 11.074 -3.824
Cl -0.680 8.859 -2.664
H -0.790 9.696 -4.861
C -0.821 2.695 -8.692
Cl -2.552 2.514 -9.010
Cl -0.496 4.237 -7.887
Cl -0.224 1.342 -7.718
H -0.295 2.689 -9.645
C -5.167 -7.940 -5.015
Cl -3.874 -9.147 -5.021
Cl -5.476 -7.367 -3.370
Cl -4.758 -6.586 -6.079
H -6.075 -8.409 -5.391
C -8.350 -5.863 4.113
Cl -10.110 -5.752 3.970
Cl -7.884 -7.377 4.902
Cl -7.587 -5.731 2.522
H -8.004 -5.033 4.730
C -2.675 0.511 15.105
Cl -2.634 1.537 16.546
Cl -1.652 1.189 13.830
Cl -2.167 -1.137 15.500
H -3.699 0.476 14.740
C 2.853 7.838 -8.978
Cl 2.250 9.379 -8.351
Cl 2.129 6.483 -8.099
Cl 2.525 7.701 -10.711
H 3.930 7.806 -8.830
C -5.733 5.461 -9.413
Cl -7.127 6.523 -9.173
Cl -4.225 6.387 -9.341
Cl -5.725 4.164 -8.210
H -5.811 5.012 -10.401
C -3.450 4.181 0.983
Cl -3.362 5.023 2.537
Cl -4.602 4.986 -0.091
Cl -1.851 4.100 0.227
H -3.799 3.165 1.160
C 3.197 -4.385 6.378
Cl 3.913 -4.282 7.992
Cl 2.751 -2.776 5.791
Cl 4.314 -5.170 5.251
H 2.294 -4.990 6.442
*
```

For the frontier orbital gap, the calculation gives 8.193 eV. The value obtained for the molecular weight is 2593.03 g/mol. As for the calculated total energy: -28390.8427 hartree. As for the HOMO energy: -11.821 eV.

2.
Here is C33H48BrN3P2PbSe as an isolated structure at a distorted geometry from OMol25. Energies are from wB97M-V/def2-TZVPD.

Structure (ORCA input):
```
! wB97M-V def2-TZVPD RIJCOSX def2/J DEFGRID3
* xyz 4 1
N -6.757 5.191 -6.092
C -6.535 5.755 -4.885
C -5.534 5.327 -4.014
C -4.667 4.268 -4.376
C -4.918 3.685 -5.652
C -5.944 4.185 -6.461
C -3.655 3.782 -3.497
Pb -0.651 3.201 -1.664
P 5.313 -0.529 -1.005
C -2.700 2.892 -3.840
C -2.034 1.920 -3.003
C -0.869 1.226 -3.482
C -0.288 0.229 -2.756
C -0.809 -0.206 -1.478
C -1.837 0.641 -0.909
C -2.489 1.626 -1.647
Br 1.113 -0.010 -0.052
H -3.687 4.115 -2.470
H -2.519 2.719 -4.924
H -5.458 5.829 -3.030
H -4.347 2.814 -5.990
H -7.224 6.600 -4.632
H -6.125 3.739 -7.453
H -0.540 1.467 -4.513
H -3.381 2.160 -1.268
H 0.628 -0.226 -3.125
H -2.163 0.491 0.127
P -0.999 -2.028 -1.334
C 4.707 1.157 -0.768
C 5.814 2.155 -1.100
H 4.375 1.232 0.273
H 3.840 1.253 -1.428
H 5.510 3.162 -0.808
H 6.743 1.902 -0.583
H 6.023 2.151 -2.175
C 4.657 -1.105 -2.615
C 5.517 -2.213 -3.219
H 4.623 -0.223 -3.269
H 3.638 -1.451 -2.398
H 5.194 -2.419 -4.240
H 6.575 -1.944 -3.257
H 5.421 -3.155 -2.673
C 4.423 -1.560 0.182
C 5.201 -1.833 1.469
H 4.185 -2.506 -0.317
H 3.484 -1.027 0.375
H 4.594 -2.430 2.162
H 6.126 -2.380 1.250
H 5.487 -0.910 1.986
C -0.788 -2.793 0.304
C -1.412 -4.193 0.438
H -1.238 -2.083 1.009
H 0.280 -2.813 0.564
H -2.452 -4.132 0.809
H -1.429 -4.724 -0.525
H -0.818 -4.812 1.127
C 0.261 -2.794 -2.403
C -0.143 -2.854 -3.859
H 0.461 -3.796 -2.005
H 1.182 -2.227 -2.218
H -1.115 -3.329 -3.986
H -0.173 -1.855 -4.289
H 0.607 -3.409 -4.420
C -2.718 -2.348 -1.829
C -3.784 -2.049 -0.784
H -2.735 -3.403 -2.145
H -2.857 -1.757 -2.746
H -4.569 -1.440 -1.240
H -4.245 -2.983 -0.460
H -3.410 -1.526 0.103
C 1.885 1.555 3.869
N 0.639 0.823 3.939
C -0.492 1.078 3.192
Se -0.663 2.515 2.096
N -1.401 0.124 3.609
C -0.896 -0.621 4.672
C -1.575 -1.308 5.663
C -0.864 -1.609 6.826
C 0.458 -1.195 7.021
C 1.115 -0.447 6.046
C 0.406 -0.182 4.879
H 2.656 0.982 3.339
H 2.247 1.751 4.888
H 1.735 2.494 3.346
H -2.344 0.042 3.232
H -2.607 -1.581 5.477
H -1.352 -2.184 7.611
H 0.970 -1.437 7.966
H 2.113 -0.012 6.185
*
```

For the frontier orbital gap (alpha / beta), the calculation gives 4.906 / 4.055 eV. The value obtained for the molecular weight is 914.78 g/mol. As for the calculated total energy: -7299.9960 hartree. As for the HOMO energy (alpha / beta): -17.187 / -17.182 eV.